Density functional theory data (ωB97M-V with the def2-TZVPD basis set) for a molecular structure, C37H31F5N4O2STi.

Positions of all 81 atoms, in Å:
Ti (-0.1122, 1.1025, 0.2130)
O (-0.0199, 1.2115, -1.6935)
C (-0.9436, 1.2353, -2.6394)
C (-0.8799, 0.3237, -3.6983)
C (-1.9067, 0.2664, -4.6244)
C (-3.0110, 1.1110, -4.5397)
C (-3.0412, 2.0654, -3.5338)
C (-1.9982, 2.1733, -2.6175)
C (-1.9981, 3.3021, -1.6698)
N (-0.9245, 3.8529, -1.2837)
C (-0.9619, 4.7687, -0.1773)
C (-0.2637, 4.0599, 0.9971)
N (-0.7773, 2.7149, 1.1581)
C (-1.8829, 2.6458, 1.9402)
C (-2.7101, 1.5151, 2.1685)
C (-3.7218, 1.5880, 3.1530)
C (-4.5586, 0.5259, 3.4216)
C (-4.4220, -0.6685, 2.7104)
C (-3.4447, -0.7772, 1.7295)
C (-2.6004, 0.2935, 1.4502)
O (-1.6922, 0.1597, 0.4873)
H (-0.0469, -0.3651, -3.7257)
H (-1.8534, -0.4725, -5.4159)
H (-3.8298, 1.0263, -5.2431)
H (-3.8714, 2.7613, -3.4638)
H (-2.9830, 3.6340, -1.2990)
H (-1.9874, 5.0524, 0.1161)
H (-0.4027, 5.6726, -0.4408)
H (-0.4294, 4.6225, 1.9249)
H (0.8140, 4.0284, 0.8252)
H (-2.1488, 3.5491, 2.4889)
H (-3.8105, 2.5055, 3.7250)
H (-5.3159, 0.6177, 4.1924)
H (-5.0699, -1.5115, 2.9196)
H (-3.3023, -1.6867, 1.1596)
C (2.9304, -3.8600, 0.5953)
C (2.5423, -2.4898, 1.1480)
C (3.3321, -1.3396, 0.5630)
C (4.6300, -1.5892, 0.1317)
C (5.3876, -0.6407, -0.5342)
C (4.8194, 0.5920, -0.7961)
C (3.5415, 0.9078, -0.3531)
C (3.0305, 2.2940, -0.6736)
C (2.8232, 2.5208, -2.1700)
C (2.7965, -0.0425, 0.3815)
N (1.6071, 0.4389, 0.9546)
C (0.8829, -0.0819, 2.0054)
C (0.5824, 0.6771, 3.1481)
C (-0.2575, 0.2077, 4.2044)
C (-0.2594, 1.2019, 5.1576)
C (0.5790, 2.2252, 4.6303)
N (1.0787, 1.9281, 3.4412)
H (2.1588, -4.5901, 0.8466)
H (3.8767, -4.2313, 0.9965)
H (3.0024, -3.8177, -0.4911)
H (2.6317, -2.4933, 2.2415)
H (1.4974, -2.3463, 0.8972)
H (5.0424, -2.5775, 0.2920)
H (6.3940, -0.8717, -0.8617)
H (5.3786, 1.3485, -1.3372)
H (3.7442, 3.0283, -0.2803)
H (2.1023, 2.4938, -0.1377)
H (3.7732, 2.4748, -2.7086)
H (2.3658, 3.4947, -2.3559)
H (2.1594, 1.7618, -2.5792)
H (0.6259, -1.1334, 2.0522)
H (-0.7922, -0.7300, 4.2134)
H (-0.7881, 1.2156, 6.0995)
H (0.8238, 3.1665, 5.1109)
F (-1.5762, -7.7686, -2.4343)
C (-1.1303, -6.5076, -2.2451)
C (-1.6420, -5.7187, -1.2276)
F (-2.5938, -6.2242, -0.4218)
C (-1.1811, -4.4295, -1.0436)
F (-1.7296, -3.7448, -0.0298)
C (-0.1932, -3.8333, -1.8469)
S (0.3715, -2.2149, -1.6094)
C (0.2924, -4.6770, -2.8597)
F (1.2421, -4.2444, -3.7056)
C (-0.1535, -5.9686, -3.0628)
F (0.3590, -6.7150, -4.0606)

F_max, hartree/bohr: 0.0136
Kohn-Sham gap (spin up / spin down), eV: 4.73 / 6.10
Net charge: -2
Multiplicity: 3
Energy above the lowest of the compared OMol25 structures with the same formula, charge and spin, kJ/mol: 315.1
LUMO energy (spin up / spin down), eV: 4.3679 / 4.3436
Highest occupied orbital energy (spin up / spin down), eV: -0.36 / -1.76

Density functional theory data (ωB97M-V with the def2-TZVPD basis set) for a molecular structure, C37H32MnN4O2S2Sb at a distorted geometry.

Positions of all 79 atoms, in Å:
Mn (-0.1510, 0.1267, 0.6088)
C (1.6324, -6.6636, -0.2876)
C (1.6380, -5.1933, -0.4886)
C (0.4914, -4.5274, -0.9275)
C (0.4876, -3.1573, -1.1129)
C (1.6463, -2.4349, -0.8651)
C (2.8049, -3.0695, -0.4402)
C (2.7936, -4.4388, -0.2532)
S (1.6162, -0.6649, -1.0053)
O (2.5728, -0.0971, -1.8848)
O (0.1863, -0.2411, -1.2605)
N (1.6332, -0.0763, 0.5151)
C (2.3742, -0.1942, 1.6516)
C (3.7479, -0.3353, 1.7952)
C (4.2998, -0.3776, 3.0788)
C (3.5099, -0.3166, 4.2055)
C (2.1049, -0.1809, 4.1015)
C (1.2135, -0.1363, 5.1903)
C (-0.1310, 0.0464, 4.9443)
C (-0.5896, 0.1971, 3.6356)
N (0.2095, 0.1160, 2.5703)
C (1.5429, -0.0835, 2.8059)
H (0.7603, -7.1225, -0.7452)
H (1.6216, -6.9073, 0.7768)
H (2.5335, -7.1139, -0.7009)
H (-0.4019, -5.0956, -1.1369)
H (-0.3914, -2.6531, -1.4885)
H (3.7067, -2.4998, -0.2801)
H (3.6934, -4.9386, 0.0712)
H (4.3802, -0.3769, 0.9205)
H (5.3723, -0.4604, 3.1785)
H (3.9594, -0.3566, 5.1854)
H (1.5799, -0.2458, 6.2003)
H (-0.8410, 0.0910, 5.7536)
H (-1.6367, 0.3972, 3.4412)
S (-0.5031, 2.2528, 0.2459)
Sb (-0.7660, 2.3826, -2.2075)
C (-2.4927, 1.1033, -2.5678)
C (-2.3335, -0.1833, -3.0565)
C (-3.4545, -0.9776, -3.2439)
C (-4.7178, -0.4748, -2.9742)
C (-4.8667, 0.8273, -2.5205)
C (-3.7524, 1.6257, -2.3055)
C (1.0665, 2.2345, -3.3748)
C (1.1718, 1.3197, -4.4112)
C (2.3221, 1.3260, -5.1845)
C (3.3445, 2.2236, -4.9133)
C (3.2174, 3.1362, -3.8756)
C (2.0746, 3.1479, -3.0907)
C (-1.4239, 4.4372, -2.1167)
C (-1.0778, 5.3128, -3.1323)
C (-1.5862, 6.6035, -3.1068)
C (-2.4041, 7.0131, -2.0658)
C (-2.7463, 6.1296, -1.0523)
C (-2.2456, 4.8379, -1.0713)
H (-1.3495, -0.5673, -3.2926)
H (-3.3402, -1.9793, -3.6289)
H (-5.5880, -1.0908, -3.1420)
H (-5.8543, 1.2295, -2.3520)
H (-3.8702, 2.6514, -1.9694)
H (0.3735, 0.6228, -4.6290)
H (2.4159, 0.6346, -6.0075)
H (4.2440, 2.2100, -5.5110)
H (4.0068, 3.8465, -3.6809)
H (1.9765, 3.8608, -2.2774)
H (-0.4381, 4.9969, -3.9429)
H (-1.3424, 7.2869, -3.9066)
H (-2.7596, 8.0326, -2.0279)
H (-3.3813, 6.4511, -0.2411)
H (-2.4652, 4.1546, -0.2576)
N (-3.1594, 0.6339, 0.9543)
C (-4.3350, 0.0091, 0.8125)
C (-4.0619, -1.3038, 0.4735)
C (-2.6759, -1.3891, 0.4349)
N (-2.1233, -0.2029, 0.7270)
H (-2.9953, 1.6091, 1.1923)
H (-5.2744, 0.5074, 0.9522)
H (-4.7625, -2.0915, 0.2915)
H (-2.0649, -2.2511, 0.2319)

F_max, hartree/bohr: 0.0487
Kohn-Sham gap (spin up / spin down), eV: 4.92 / 6.76
Net charge: +3
Multiplicity: 4
LUMO energy (spin up / spin down), eV: -11.4180 / -9.7565
Highest occupied orbital energy (spin up / spin down), eV: -16.34 / -16.51

Density functional theory data (ωB97M-V with the def2-TZVPD basis set) for a molecular structure, C37H33BrF4MnN6OP.

Positions of all 84 atoms, in Å:
Mn (0.1912, -0.3333, 0.3140)
O (0.0993, 2.6345, -2.3865)
C (0.2360, 2.0083, -1.3622)
N (-0.0899, 0.6819, -1.2185)
C (-0.5518, 0.1027, -2.4718)
C (-0.7109, -1.3636, -2.3330)
C (-1.0753, -2.1393, -3.4259)
C (-1.2068, -3.5045, -3.2763)
C (-0.9584, -4.0531, -2.0223)
C (-0.5931, -3.2253, -0.9876)
N (-0.4687, -1.8906, -1.1205)
C (0.8456, 2.5977, -0.1407)
C (1.0226, 3.9655, -0.0481)
C (1.6413, 4.4717, 1.0836)
C (2.0982, 3.5755, 2.0385)
C (1.8918, 2.2195, 1.8516)
N (1.2406, 1.7257, 0.7962)
H (0.1637, 0.3265, -3.2680)
H (-1.4907, 0.5714, -2.7879)
H (-1.2422, -1.6548, -4.3786)
H (-1.4836, -4.1276, -4.1157)
H (-1.0460, -5.1171, -1.8545)
H (-0.3837, -3.6428, -0.0152)
H (0.6894, 4.5854, -0.8689)
H (1.7939, 5.5348, 1.2120)
H (2.6221, 3.9266, 2.9173)
H (2.2797, 1.5078, 2.5646)
F (-3.8190, 5.8835, 3.2143)
C (-3.3479, 4.6715, 3.0251)
C (-3.1063, 3.8399, 4.1045)
F (-3.3754, 4.2487, 5.3308)
C (-2.6029, 2.5649, 3.8996)
F (-2.5324, 1.7857, 4.9786)
C (-2.2601, 2.0963, 2.6285)
P (-1.4007, 0.4848, 2.3325)
C (-0.4755, 0.1920, 3.8868)
C (-0.4402, -1.0714, 4.4726)
C (0.3365, -1.3053, 5.5981)
C (1.0710, -0.2773, 6.1684)
C (1.0178, 0.9927, 5.6107)
C (0.2616, 1.2217, 4.4737)
C (-2.8245, -0.6550, 2.3587)
C (-3.5318, -0.9596, 3.5196)
C (-4.6062, -1.8348, 3.4541)
C (-4.9830, -2.3956, 2.2403)
C (-4.2970, -2.0777, 1.0767)
C (-3.2179, -1.2081, 1.1360)
C (-2.6169, 2.9201, 1.5510)
Br (-2.5522, 2.2851, -0.2177)
C (-3.1381, 4.1877, 1.7434)
F (-3.4524, 4.9448, 0.7050)
H (-1.0616, -1.8640, 4.0804)
H (0.3535, -2.2902, 6.0486)
H (1.6514, -0.4530, 7.0643)
H (1.5515, 1.8103, 6.0779)
H (0.2091, 2.2206, 4.0636)
H (-3.2475, -0.5208, 4.4674)
H (-5.1544, -2.0753, 4.3556)
H (-5.8261, -3.0730, 2.2029)
H (-4.6111, -2.4949, 0.1286)
H (-2.6853, -0.9211, 0.2334)
C (-0.0991, -5.2428, 3.0775)
C (-1.1763, -4.1964, 2.8767)
N (-0.6023, -3.0584, 2.1704)
C (0.6949, -2.6932, 2.1896)
N (1.0396, -1.5858, 1.5169)
C (2.4569, -1.1781, 1.5346)
C (3.3796, -2.3781, 1.6301)
C (2.9956, -3.1384, 2.8820)
N (1.5690, -3.4562, 2.8547)
C (1.1101, -4.5652, 3.6953)
H (0.1793, -5.6918, 2.1219)
H (-0.4617, -6.0329, 3.7321)
H (-1.5844, -3.8794, 3.8423)
H (-2.0038, -4.5842, 2.2827)
H (-1.2452, -2.4054, 1.7553)
H (2.6350, -0.5151, 2.3876)
H (2.6737, -0.6142, 0.6192)
H (4.4170, -2.0549, 1.6884)
H (3.2607, -3.0152, 0.7514)
H (3.2271, -2.5464, 3.7729)
H (3.5481, -4.0746, 2.9451)
H (0.8648, -4.1920, 4.6945)
H (1.9332, -5.2697, 3.7924)

F_max, hartree/bohr: 0.0165
Kohn-Sham gap (spin up / spin down), eV: 6.67 / 7.89
Net charge: +2
Multiplicity: 5
Energy above the lowest of the compared OMol25 structures with the same formula, charge and spin, kJ/mol: 0.0
LUMO energy (spin up / spin down), eV: -7.3125 / -6.1225
Highest occupied orbital energy (spin up / spin down), eV: -13.98 / -14.01